Computed, not measured: C28H52Cl16F12N2O12S4Zn as an isolated structure at a distorted geometry, with ωB97M-V with the def2-TZVPD basis set.

E_LUMO in eV: -0.14
HOMO-LUMO gap in eV: 9.37
DFT total energy in Eh: -14043.87923
HOMO energy in eV: -9.51

Structure (ORCA input):
```
! wB97M-V def2-TZVPD RIJCOSX def2/J DEFGRID3
* xyz 0 1
Zn 1.5007 2.4354 -0.5561
C -0.9411 -0.8564 -1.6743
F -2.0690 -1.5911 -1.7948
F 0.1669 -1.6000 -1.4328
F -0.7479 -0.1500 -2.8080
S -1.0441 0.4491 -0.2298
O -1.5701 1.6928 -0.8106
O -1.8860 -0.1985 0.7827
N 0.6111 0.9142 0.2058
S 1.1039 -0.2656 1.1252
O 0.4283 -1.5797 1.1189
O 2.5807 -0.3482 1.0530
C 0.7284 0.5450 2.8983
F -0.5685 0.8476 3.1204
F 1.2356 -0.2471 3.8566
F 1.4267 1.6760 2.9109
C 2.4817 5.9083 -2.0431
F 2.8529 6.2695 -0.7800
F 2.3051 6.9745 -2.7259
F 3.4745 5.2376 -2.5178
S 0.7664 4.9395 -1.9700
O -0.3495 5.8427 -2.2903
O 0.9402 3.8239 -2.9143
N 0.8635 4.2262 -0.3877
S 0.2631 5.3034 0.6014
O 0.8526 4.9153 1.8595
O 0.3487 6.7076 0.2564
C -1.5871 4.8920 0.7451
F -2.1976 4.9464 -0.4311
F -1.6168 3.6666 1.2636
F -2.2125 5.7806 1.5121
C 2.0963 0.8783 -3.0923
O 2.5973 1.6780 -2.0157
C 3.9471 1.3584 -1.6973
C 4.3882 2.4538 -0.7012
O 3.3268 2.7106 0.2396
C 3.7179 3.6859 1.2451
H 2.7174 0.9530 -3.9849
H 1.1595 1.4008 -3.2859
H 1.7715 -0.1144 -2.7807
H 4.6792 1.2027 -2.4898
H 4.0991 0.4780 -1.0728
H 4.4947 3.3647 -1.2902
H 5.3641 2.3719 -0.2227
H 2.9175 3.8031 1.9757
H 3.9241 4.6318 0.7443
H 4.5741 3.2783 1.7826
C -3.6025 -2.7477 2.3650
O -2.5091 -3.6652 2.1204
C -2.2355 -3.7022 0.7350
C -1.1151 -4.6466 0.4421
O -1.4898 -6.0338 0.5023
C -2.2500 -6.6220 -0.6004
H -4.3696 -2.6897 1.5929
H -3.1727 -1.7464 2.3930
H -4.0896 -2.9870 3.3103
H -1.9532 -2.6765 0.4975
H -3.0719 -3.9898 0.0980
H -0.3344 -4.5177 1.1917
H -0.7507 -4.4342 -0.5630
H -1.7452 -6.4931 -1.5578
H -3.2497 -6.1988 -0.6986
H -2.3025 -7.6842 -0.3615
Cl 6.9198 -0.8553 1.6990
C 5.6564 -1.5779 2.7504
C 5.3895 -0.6709 3.9235
Cl 4.6429 0.7766 3.2896
H 5.9836 -2.5990 2.9465
H 4.7959 -1.5820 2.0814
H 6.2610 -0.4502 4.5399
H 4.6906 -1.1997 4.5716
Cl -5.5344 -1.8844 -4.9511
C -4.1355 -2.7913 -5.5795
C -3.0005 -2.8886 -4.5165
Cl -3.4531 -3.8952 -3.0777
H -3.8373 -2.2768 -6.4930
H -4.4312 -3.8271 -5.7462
H -2.5844 -1.9422 -4.1710
H -2.1100 -3.4237 -4.8464
Cl -5.5619 1.1202 3.7627
C -4.8563 1.4242 2.1849
C -5.7273 0.8523 1.1205
Cl -4.9539 0.9105 -0.5115
H -3.8808 0.9378 2.1893
H -4.7719 2.5015 2.0426
H -6.6434 1.3999 0.8992
H -5.8658 -0.2118 1.3117
Cl -2.5667 3.5917 3.9427
C -0.8467 3.6064 4.5019
C -0.4682 4.9341 5.1633
Cl -0.5420 6.3541 4.0534
H -0.1558 3.4207 3.6795
H -0.7447 2.7865 5.2128
H 0.5524 4.8651 5.5398
H -1.1226 5.1805 5.9994
Cl -2.8218 2.0312 -3.8219
C -3.0448 3.4812 -2.8034
C -4.2230 4.2233 -3.3559
Cl -3.8247 4.8931 -4.9026
H -2.1577 4.1145 -2.8180
H -3.2602 3.0911 -1.8087
H -4.5215 5.0475 -2.7081
H -5.1023 3.6049 -3.5361
Cl 1.2655 -5.7789 5.7530
C 0.1335 -4.4191 5.5001
C 0.8994 -3.2831 4.8266
Cl 1.7016 -3.7184 3.2751
H -0.2567 -4.1365 6.4779
H -0.7012 -4.6833 4.8508
H 1.6546 -2.8216 5.4629
H 0.2427 -2.4211 4.7088
Cl 0.2213 -3.7395 -3.4277
C 1.3396 -3.0623 -4.6834
C 0.6135 -2.7831 -6.0007
Cl -0.3986 -1.3050 -5.9260
H 2.1467 -3.7852 -4.8029
H 1.8251 -2.1651 -4.2993
H 0.0509 -3.6756 -6.2746
H 1.3443 -2.7325 -6.8079
Cl 4.9439 -4.5023 0.4626
C 3.1988 -4.2826 0.3180
C 2.6564 -4.1349 -1.1015
Cl 3.1164 -2.5346 -1.8242
H 2.8647 -3.4208 0.8957
H 2.7749 -5.1210 0.8706
H 1.5707 -4.0692 -1.0298
H 2.9759 -4.9544 -1.7452
*
```